Here is 2 unconnected molecules or ions with the total composition C4H10NO2S in a non-equilibrium geometry from the OMol25 dataset. Energies are from ωB97M-V/def2-TZVPD.

XYZ file:
```
18
Properties=species:S:1:pos:R:3
S -1.519 -1.154 -0.241
O -0.864 -0.464 1.032
O -0.397 -2.256 -0.785
N -2.781 0.886 -0.017
C -1.421 1.507 -0.172
C 2.266 0.073 -0.717
C 2.635 -0.599 0.650
C -0.545 0.279 -0.115
H 2.009 -0.125 1.481
H 3.652 -0.404 0.890
H 2.079 -0.459 -1.696
H 2.071 1.196 -0.654
H -1.313 2.110 0.743
H -1.231 1.795 -1.205
H -3.440 1.334 -0.515
H 2.359 -1.566 0.742
H -0.555 -3.121 -0.387
H -3.004 0.968 0.964
```

The calculation puts the HOMO energy (spin up / spin down) at -12.395 / -13.338 eV. The calculation puts the relative energy (zero: lowest compared OMol25 entry of this formula, charge and spin) at 700.4 kJ/mol. The total charge is +1. Its lowest unoccupied orbital energy (spin up / spin down) is -5.788 / -4.571 eV. For the calculated total energy, the calculation gives -761.3267 Eh.

---

Here is a single C5H7N molecule in a non-equilibrium geometry from the OMol25 dataset. Energies are from ωB97M-V/def2-TZVPD.

XYZ file:
```
13
Properties=species:S:1:pos:R:3
N -2.202 -0.830 -1.762
C 0.619 1.050 -0.737
C -0.163 0.152 1.102
C -1.236 -0.670 -1.136
C 0.315 -1.174 0.772
C 0.013 -0.433 -0.464
H 1.343 -1.387 0.982
H -1.186 0.282 1.366
H 0.526 0.822 1.632
H 0.148 2.030 -0.514
H -0.382 -1.959 0.989
H 1.655 1.176 -0.453
H 0.550 0.941 -1.777
```

The calculation puts the HOMO energy at -8.852 eV. The calculation puts the relative energy (zero: lowest compared OMol25 entry of this formula, charge and spin) at 345.6 kJ/mol. As for the SMILES: CC1(C#N)CC1. Its lowest unoccupied orbital energy is 0.883 eV. For the calculated total energy, the calculation gives -249.3416 Eh.

---

Here is a single C5H6O2 molecule from the OMol25 dataset. Energies are from ωB97M-V/def2-TZVPD.

XYZ file:
```
13
Properties=species:S:1:pos:R:3
O -0.133 1.518 0.622
O -2.959 0.634 -0.905
C -1.941 -0.005 -0.860
C 1.271 -0.293 0.420
C -1.282 -0.507 0.414
C 2.573 -0.338 0.335
C 0.048 0.159 0.505
H 0.729 1.892 0.837
H 3.060 -0.269 -0.634
H -1.875 -0.186 1.272
H 3.190 -0.440 1.222
H -1.370 -0.252 -1.778
H -1.188 -1.596 0.407
```

The calculation puts the HOMO energy at -9.072 eV. The calculation puts the relative energy (zero: lowest compared OMol25 entry of this formula, charge and spin) at 229.6 kJ/mol. As for the SMILES: C=C=C(O)CC=O. Its lowest unoccupied orbital energy is 0.665 eV. For the calculated total energy, the calculation gives -344.5145 Eh.

---

Here is 2 unconnected molecules or ions with the total composition C5H13NO2 in a non-equilibrium geometry from the OMol25 dataset. Energies are from ωB97M-V/def2-TZVPD.

XYZ file:
```
21
Properties=species:S:1:pos:R:3
O -1.525 -2.453 -1.052
O 2.983 -0.404 -1.983
N -0.921 0.734 0.136
C 0.654 -1.167 0.868
C -0.893 1.137 1.520
C -0.422 1.771 -0.770
C -0.301 -0.582 -0.154
C -1.529 -1.496 -0.312
H 3.150 -1.352 -1.812
H 0.271 -1.905 1.586
H 0.431 2.341 -0.368
H -1.136 2.611 -0.796
H 1.401 -1.728 0.300
H 0.086 1.502 1.872
H -1.530 2.016 1.661
H 0.128 -0.590 -1.153
H -1.244 0.331 2.159
H 1.163 -0.526 1.585
H -0.368 1.388 -1.778
H 2.044 -0.392 -1.771
H -2.440 -1.239 0.261
```

The calculation puts the HOMO energy at -8.844 eV. The calculation puts the relative energy (zero: lowest compared OMol25 entry of this formula, charge and spin) at 240.7 kJ/mol. As for the SMILES: C[C@@H](C=O)N(C)C.O. Its lowest unoccupied orbital energy is 0.657 eV. For the calculated total energy, the calculation gives -403.4849 Eh.

---

Here is 2 unconnected molecules or ions with the total composition C2H4N3 in a non-equilibrium geometry from the OMol25 dataset. Energies are from ωB97M-V/def2-TZVPD.

XYZ file:
```
9
Properties=species:S:1:pos:R:3
N 0.273 -0.911 0.267
N -1.153 0.422 0.087
N 1.214 -0.304 0.132
C -2.226 -0.183 0.041
C 2.288 0.351 -0.030
H 2.643 0.412 -1.062
H 2.636 1.140 0.665
H -3.051 0.317 -0.307
H -2.623 -1.244 0.206
```

The calculation puts the HOMO energy (spin up / spin down) at -14.922 / -15.238 eV. The calculation puts the relative energy (zero: lowest compared OMol25 entry of this formula, charge and spin) at 491.0 kJ/mol. The total charge is +1. Its lowest unoccupied orbital energy (spin up / spin down) is -7.199 / -6.723 eV. For the calculated total energy, the calculation gives -242.4124 Eh.

---

Here is a molecular structure, C52H65Cl3N4O3SiTi from the OMol25 dataset. Energies are from ωB97M-V/def2-TZVPD.

XYZ file:
```
129
Properties=species:S:1:pos:R:3
Ti -0.307 0.035 -0.147
Cl 2.216 1.196 -1.639
Cl 1.579 3.384 -6.497
Cl -2.357 0.457 -4.417
Si -2.483 2.323 -0.059
O 1.281 0.189 1.040
O -0.945 -0.338 1.904
O -0.523 0.287 -1.960
N 3.648 -1.506 0.548
N 1.033 -1.959 -0.883
N 2.377 0.169 2.994
N -2.635 -0.539 -0.146
C -2.747 5.802 2.149
C -1.984 -4.686 -1.983
C 2.176 -1.266 3.184
C 4.986 1.147 0.148
C -5.334 -1.511 -0.549
C 4.556 -1.628 -1.756
C -4.259 2.743 -2.216
C -3.283 0.680 0.431
C -0.551 -3.714 -0.302
C -2.403 4.837 1.215
C -0.431 -2.939 -2.614
C -1.286 1.283 3.625
C 5.422 -2.181 1.994
C -3.697 5.516 3.121
C 1.925 0.813 1.937
C -0.617 2.026 0.079
C -4.671 3.272 -3.428
C 6.540 -1.886 2.764
C -4.362 -1.613 -1.715
C 0.970 2.453 -5.184
C -1.524 -4.633 -0.676
C -0.026 -2.861 -1.279
C -1.176 -0.104 3.088
C -0.062 0.973 -3.026
C 6.603 0.336 1.877
C 5.490 0.080 1.079
C -0.794 1.151 -4.207
C -0.289 1.885 -5.266
C 7.124 -0.630 2.721
C 4.890 -1.183 1.164
C -2.480 4.201 -3.760
C 3.223 0.817 4.003
C 1.222 1.520 -3.017
C 2.166 2.292 1.830
C 4.825 -3.561 2.007
C -1.442 -3.842 -2.937
C -2.991 3.568 1.236
C -3.778 4.001 -4.204
C -3.112 -0.737 -1.561
C -4.303 4.268 3.152
C 3.503 -1.725 -0.688
C 0.247 -2.179 -3.721
C 2.498 -3.772 -1.666
C -3.949 3.303 2.218
C -0.026 -3.687 1.107
C -1.382 -1.237 4.038
C 1.749 2.261 -4.057
C -2.070 3.664 -2.547
C -3.080 -1.746 0.614
C -4.601 -1.847 0.761
C 2.214 -2.413 -1.075
C -2.948 2.920 -1.758
H -4.955 -1.214 1.576
H 2.678 -3.674 -2.740
H -2.305 -1.192 -2.124
H 5.492 -1.268 -1.339
H -0.921 -1.028 5.003
H 7.075 1.309 1.817
H -0.036 -2.676 1.519
H -1.775 -3.905 -3.966
H -1.427 2.030 2.849
H 0.892 -1.385 -3.354
H -2.105 1.343 4.344
H 3.400 -4.192 -1.221
H 1.556 -1.430 4.067
H 4.741 -2.602 -2.211
H -2.705 -2.606 0.065
H 1.483 2.824 2.498
H -1.922 -5.313 0.068
H -4.099 4.420 -5.148
H -1.674 5.084 0.449
H -2.285 6.780 2.114
H 1.007 -4.042 1.154
H -4.056 -2.656 -1.830
H 3.181 2.554 2.120
H 5.054 0.848 -0.897
H 2.840 1.799 4.270
H 0.860 -2.863 -4.314
H -5.770 -0.511 -0.509
H -4.816 -2.875 1.062
H 1.982 2.620 0.813
H -0.891 2.013 -6.155
H 5.572 2.058 0.262
H -2.746 -5.401 -2.262
H -0.488 -1.745 -4.398
H -4.447 2.340 2.255
H 5.223 -4.149 2.832
H -0.277 2.366 1.055
H -4.847 -1.334 -2.652
H -0.090 2.600 -0.687
H 3.736 -3.534 2.085
H 5.062 -4.093 1.082
H -3.975 6.270 3.845
H -0.628 -4.327 1.750
H -5.058 4.052 3.896
H -6.171 -2.192 -0.701
H -1.019 -2.175 3.623
H -1.786 4.780 -4.357
H 3.944 1.394 0.333
H -3.277 0.254 -1.973
H -2.458 -1.325 4.222
H -3.212 0.615 1.519
H 3.220 0.193 4.892
H -1.049 3.839 -2.222
H 4.248 0.901 3.638
H 4.227 -0.956 -2.552
H -5.688 3.124 -3.767
H 1.721 -1.693 2.299
H 1.672 -4.464 -1.527
H 2.747 2.669 -3.991
H -2.611 -1.760 1.593
H -4.351 0.686 0.209
H -4.976 2.188 -1.618
H -0.369 1.496 4.185
H 3.147 -1.732 3.342
H 7.992 -0.411 3.327
H 6.959 -2.657 3.399
```

The calculation puts the HOMO energy at -12.927 eV. The calculation puts the relative energy (zero: lowest compared OMol25 entry of this formula, charge and spin) at 47.8 kJ/mol. The total charge is +2. Its lowest unoccupied orbital energy is -5.820 eV. For the calculated total energy, the calculation gives -4984.4503 Eh.

---

Among the records above, which one has the lowest relative energy (zero: lowest compared OMol25 entry of this formula, charge and spin)?
C52H65Cl3N4O3SiTi

---

Among the records above, which one has the lowest calculated total energy?
C52H65Cl3N4O3SiTi

---

Number 1 is which compound?
C4H10NO2S